Record 1
Here is 9 unconnected molecules or ions with the total composition C30H79NO10 in a non-equilibrium geometry from OMol25. Energies are from ωB97M-V with the def2-TZVPD basis set.

Results
* SMILES: COCCNCCOC.CC(C)O.CC(C)O.CC(C)O.CC(C)O.CC(C)O.CC(C)O.CC(C)O.CC(C)O
* F_max: 2.3 eV/Å
* LUMO: 0.017 hartree
* HOMO level: -8.821 eV
* total charge: 0
* spin multiplicity: 1
* energy: -1997.4960 Ha
* frontier orbital gap: 9.3 eV

Last column: Mulliken charge in e.
Geometry (Å):
C: 2.7229 2.9910 -7.6247  -0.74
O: 2.2383 2.2753 -6.5139  -0.29
C: 1.1840 2.9610 -5.8746  -0.74
C: 0.8714 2.2741 -4.5665  -0.38
N: 0.3754 0.9329 -4.8130  -0.32
C: 0.3053 0.1444 -3.5992  -0.67
C: -0.2712 -1.2428 -3.7616  0.63
O: 0.3915 -1.8578 -4.8415  -0.40
C: 0.0085 -3.1868 -5.0639  -0.41
H: 3.1024 3.9644 -7.2949  0.30
H: 1.9090 3.1655 -8.3339  0.31
H: 3.5317 2.4584 -8.1144  0.24
H: 0.2814 2.9970 -6.4976  0.36
H: 1.5100 3.9967 -5.7126  0.47
H: 0.0598 2.7848 -4.0377  0.38
H: 1.7584 2.3919 -3.9215  0.12
H: 1.0001 0.4526 -5.4521  0.33
H: -0.0555 0.6372 -2.6901  0.58
H: 1.3463 0.0027 -3.2396  0.04
H: -1.3487 -1.1622 -3.9460  -0.02
H: -0.1388 -1.8454 -2.8546  -0.27
H: -0.9699 -3.3467 -5.5261  0.29
H: 0.0060 -3.7315 -4.1076  -0.03
H: 0.7807 -3.6603 -5.6684  0.30
C: 0.2415 -4.3621 -0.9003  -0.82
C: 0.4514 -5.3829 0.2127  0.17
C: 0.4915 -4.8231 1.6195  -0.66
O: -0.6359 -6.3237 0.1820  -0.58
H: 0.3487 -4.8603 -1.8661  0.18
H: 1.0379 -3.6143 -0.8970  0.18
H: -0.7571 -3.9230 -0.8488  0.33
H: 1.3485 -5.9447 -0.0527  0.34
H: 1.2277 -4.0238 1.7688  -0.14
H: 0.7533 -5.6105 2.3243  0.39
H: -0.4712 -4.3816 1.8851  0.26
H: -1.4716 -5.8507 0.1367  0.34
C: -1.9244 1.3603 6.6338  -1.52
C: -1.2603 0.5297 5.5493  0.85
C: -1.9574 -0.8312 5.3051  -1.40
O: -1.3160 1.2936 4.3420  -0.41
H: -1.1858 2.0006 7.1196  0.36
H: -2.2752 0.7118 7.4432  0.38
H: -2.7651 1.9573 6.2902  0.31
H: -0.2262 0.2887 5.8184  0.16
H: -1.4736 -1.4055 4.5160  0.31
H: -3.0103 -0.6585 5.0690  0.30
H: -1.9594 -1.3979 6.2399  0.43
H: -0.9187 0.7034 3.6836  -0.07
C: -4.1807 2.0664 2.2657  -1.26
C: -4.8766 1.2001 1.2092  1.30
C: -4.9489 -0.2720 1.5804  -1.41
O: -6.1713 1.7612 1.0366  -0.59
H: -3.2674 1.5592 2.5867  0.12
H: -4.7223 2.2912 3.1870  0.41
H: -3.9296 3.0550 1.8783  0.35
H: -4.2560 1.2842 0.3085  -0.18
H: -5.5947 -0.3921 2.4549  0.38
H: -4.0268 -0.7940 1.8453  0.28
H: -5.3384 -0.8867 0.7623  0.34
H: -6.6283 1.2128 0.3839  0.32
C: 4.3472 -1.2547 3.2963  -1.17
C: 3.0212 -2.0172 3.4038  1.63
C: 3.0710 -3.1747 4.3600  -1.87
O: 2.0493 -1.0886 3.9154  -0.52
H: 4.3044 -0.3407 2.7083  0.01
H: 5.1829 -1.8921 2.9883  0.40
H: 4.6147 -0.9690 4.3190  0.36
H: 2.7038 -2.3331 2.4014  -0.32
H: 2.1750 -3.7955 4.3985  0.38
H: 3.4139 -2.9187 5.3632  0.39
H: 3.8116 -3.9322 4.0582  0.40
H: 1.8102 -0.5043 3.1734  0.10
C: -1.1642 -0.1945 0.7507  -0.79
C: 0.2500 -0.5190 1.2042  1.17
C: 1.2173 -0.6830 0.0386  -0.30
O: 0.7283 0.5325 2.0505  0.68
H: -1.4093 -0.8145 -0.1174  0.25
H: -1.2939 0.8301 0.3839  0.25
H: -1.8971 -0.3004 1.5496  -0.28
H: 0.1952 -1.4097 1.8342  0.38
H: 1.3104 0.2762 -0.4821  -0.05
H: 0.8808 -1.3689 -0.7409  -0.72
H: 2.2023 -0.9933 0.3890  0.19
H: 0.7463 1.3383 1.5167  -0.52
C: -3.6577 -0.7324 -2.2027  -0.73
C: -4.5303 -0.6033 -3.4238  0.46
C: -5.0710 -1.9195 -3.9489  -1.41
O: -5.6505 0.2385 -3.0778  -0.54
H: -2.8611 -1.4375 -2.4535  0.07
H: -4.1262 -0.9817 -1.2479  0.22
H: -3.1176 0.1755 -1.9091  0.29
H: -3.9718 -0.0403 -4.1785  0.34
H: -5.8219 -2.3584 -3.2941  0.32
H: -4.2588 -2.6169 -4.1681  0.30
H: -5.5961 -1.7493 -4.8931  0.39
H: -5.9846 0.7120 -3.8419  0.32
C: 4.6458 0.7525 -1.0043  -1.52
C: 4.2216 1.7243 0.0829  2.26
C: 5.3172 2.0666 1.0856  -1.52
O: 3.8432 2.9647 -0.5745  -0.72
H: 4.8288 -0.2338 -0.5674  0.32
H: 5.5717 1.1014 -1.4653  0.48
H: 3.8766 0.6432 -1.7662  0.26
H: 3.3714 1.3728 0.6698  -0.87
H: 5.0587 2.8877 1.7513  0.26
H: 6.2565 2.3540 0.6014  0.43
H: 5.5513 1.2033 1.7172  0.32
H: 4.6085 3.2814 -1.0636  0.34
C: -0.5470 3.9418 1.7614  -1.30
C: 0.8683 4.0471 1.2417  0.50
C: 1.9705 3.9215 2.2794  -1.05
O: 1.0510 3.1231 0.1676  -0.55
H: -0.7482 4.6644 2.5562  0.50
H: -0.7942 2.9695 2.1952  0.10
H: -1.2534 4.2098 0.9740  0.34
H: 0.9525 5.0580 0.8119  0.49
H: 1.7952 4.5963 3.1172  0.49
H: 2.9288 4.1571 1.8126  0.30
H: 2.0961 2.8999 2.6530  0.00
H: 1.9554 3.2002 -0.1776  0.18

Cartesian forces, eV/Å:
-0.3 0.4 0.1
0.2 -0.4 0.0
-0.1 0.4 0.1
-0.4 0.3 0.0
-0.3 -0.1 0.2
2.1 -0.5 1.0
-0.5 0.4 -0.4
-0.1 0.1 -0.2
0.4 -0.7 0.6
0.0 0.1 -0.1
0.1 0.0 -0.2
0.0 -0.3 0.1
0.1 -0.1 -0.2
-0.1 0.0 0.2
0.1 0.3 -0.2
0.1 -0.6 0.0
-0.1 0.0 0.0
-1.0 0.4 -0.6
0.1 -0.3 -0.1
-0.1 -0.1 -0.2
0.1 0.1 0.1
-0.1 0.4 -0.1
-0.1 0.0 0.0
-0.1 0.1 -0.2
0.5 -0.2 -0.1
-1.0 0.1 -0.3
0.7 0.6 0.1
0.4 -0.5 -0.3
-0.2 -0.1 0.0
-0.3 0.2 0.2
0.1 0.3 0.1
0.0 -0.1 0.4
0.1 -0.1 -0.3
-0.2 -0.1 0.0
-0.1 -0.2 0.0
0.1 0.2 0.0
0.5 -0.4 0.8
-0.8 -0.7 -0.4
-0.3 0.8 0.8
0.4 -0.5 0.0
-0.1 0.3 -0.2
-0.1 0.0 -0.1
0.0 -0.1 -0.3
0.1 0.3 0.0
0.1 0.0 0.0
0.0 0.0 -0.3
0.2 -0.2 -0.1
0.1 0.5 -0.2
0.4 -0.1 0.1
0.7 0.5 0.9
-0.5 -0.6 0.4
0.0 -0.5 -0.5
0.1 0.2 -0.1
-0.5 -0.5 -0.2
0.1 -0.1 -0.3
-0.3 0.1 -0.3
-0.2 0.0 -0.1
0.3 0.6 0.0
-0.3 0.2 0.0
0.0 0.2 0.1
0.5 -0.7 1.0
-0.2 1.2 0.1
0.9 -1.5 -0.1
-0.1 -0.3 -0.5
-0.2 -0.1 -0.2
-0.2 0.0 -0.4
-0.1 0.2 0.0
0.0 -0.2 0.1
-0.4 0.6 0.1
-0.4 0.4 0.0
0.1 0.4 -0.3
0.0 0.2 0.5
-0.2 0.1 -0.6
-0.4 0.5 -0.4
-0.1 0.2 -0.3
0.0 -0.3 0.3
-0.3 -0.2 0.3
0.5 0.1 0.1
0.0 -0.3 0.0
0.3 0.0 0.0
0.1 0.1 0.2
-0.1 -0.2 0.3
0.0 0.0 0.0
0.1 0.3 -0.1
1.1 0.2 0.5
-1.0 0.9 0.3
0.1 0.1 -0.7
0.0 0.0 0.6
-0.1 -0.3 0.3
-0.5 -0.6 -0.4
-0.2 0.3 -0.6
0.2 -0.5 -0.2
0.3 0.0 0.3
-0.1 -0.1 0.2
0.1 0.1 0.0
0.1 -0.1 -0.2
0.0 -0.4 0.7
0.7 1.1 -0.2
0.6 -0.5 0.2
-0.6 -0.3 0.4
0.1 0.0 -0.1
0.0 0.0 -0.1
-0.1 0.1 0.0
-0.3 0.1 -0.4
-0.4 0.0 -0.1
-0.1 -0.1 -0.2
0.0 0.0 -0.1
0.0 0.0 0.0
-0.4 0.0 0.3
0.2 0.9 -0.3
0.2 -0.4 -0.1
-0.2 -0.6 0.2
0.3 0.0 0.0
0.0 -0.1 -0.2
0.0 -0.3 -0.1
0.0 0.0 0.1
0.1 0.0 0.0
0.0 0.2 0.0
-0.4 0.0 0.1
0.0 0.1 0.1

***

Record 2
Here is a single C4H4N2O molecule from OMol25. Energies are from ωB97M-V with the def2-TZVPD basis set.

Results
* SMILES: N=C=C/C=C\N=O
* F_max: 0.6 eV/Å
* LUMO (spin up / spin down): -0.023 / -0.023 hartree
* HOMO level (spin up / spin down): -8.778 / -8.782 eV
* total charge: 0
* spin multiplicity: 1
* energy: -339.4122 Ha
* frontier orbital gap (spin up / spin down): 8.1 / 8.2 eV

Last column: Mulliken charge in e.
Geometry (Å):
N: -0.7185 1.8717 -1.8799  -0.49
C: -0.0971 0.9553 -1.3601  0.55
C: 0.4054 -0.1059 -0.7699  -0.74
C: 0.7507 -0.1297 0.6615  -0.10
C: 0.0583 -0.7556 1.6212  -0.23
N: -1.2320 -1.3641 1.4398  -0.06
O: -1.4586 -1.8021 0.3328  -0.29
H: -0.1859 2.6134 -2.3297  0.29
H: 0.4792 -1.0188 -1.3471  0.37
H: 1.6280 0.4350 0.9684  0.33
H: 0.3705 -0.6992 2.6630  0.37

Cartesian forces, eV/Å:
0.3 -0.3 0.3
-0.1 0.3 -0.3
-0.2 0.1 -0.2
-0.1 0.0 0.2
0.2 0.0 -0.1
-0.1 -0.2 -0.3
0.3 0.2 0.5
0.1 -0.1 0.0
-0.1 0.1 0.0
-0.1 0.0 0.1
-0.2 0.0 -0.2